Entry 1:
{"formula": "C41H28BaCl2IN7O4S", "method": "ωB97M-V/def2-TZVPD", "symbols": ["Ba", "Cl", "C", "C", "C", "N", "C", "O", "C", "C", "C", "C", "C", "N", "C", "C", "C", "Cl", "N", "C", "O", "C", "C", "C", "C", "C", "N", "H", "H", "H", "H", "H", "H", "H", "H", "H", "H", "C", "C", "N", "C", "C", "C", "O", "C", "C", "N", "C", "C", "C", "C", "C", "C", "I", "C", "O", "H", "H", "H", "H", "H", "H", "H", "H", "H", "H", "H", "H", "S", "C", "C", "C", "C", "C", "C", "C", "C", "C", "N", "H", "H", "H", "H", "H", "H"], "positions_angstrom": [[0.5233, 1.3678, -0.4885], [-0.4137, 8.5805, 1.4809], [0.2954, 6.9880, 1.3401], [-0.1685, 6.1348, 0.3566], [0.3360, 4.8387, 0.1748], [-0.2017, 3.9549, -0.7799], [-0.9933, 4.3817, -1.7602], [-1.3431, 5.5356, -2.0731], [-1.5926, 3.2878, -2.6551], [-2.6734, 3.6364, -3.4668], [-3.2337, 2.6778, -4.2872], [-2.6917, 1.3990, -4.3085], [-1.6087, 1.1429, -3.4878], [-1.0854, 2.0581, -2.6765], [1.3864, 4.4107, 1.0514], [1.8366, 5.3071, 2.0253], [1.3054, 6.5718, 2.1833], [1.9358, 7.6052, 3.4447], [1.8856, 3.0969, 1.0232], [3.1417, 2.8424, 1.3766], [4.0637, 3.6296, 1.6513], [3.5164, 1.3527, 1.4743], [4.8452, 1.0572, 1.7750], [5.2253, -0.2623, 1.9274], [4.2682, -1.2587, 1.8014], [2.9719, -0.8776, 1.5041], [2.6037, 0.3900, 1.3286], [-0.9455, 6.4741, -0.3071], [-3.0353, 4.6528, -3.4249], [-4.0841, 2.9226, -4.9133], [-3.0960, 0.6228, -4.9446], [-1.1258, 0.1704, -3.4710], [2.6394, 4.9945, 2.6739], [5.5330, 1.8830, 1.8778], [6.2560, -0.5133, 2.1510], [4.5112, -2.3068, 1.9159], [2.1898, -1.6193, 1.4029], [-4.0801, 1.5675, 0.0412], [-3.8373, 0.4108, 0.9614], [-4.8356, -0.0756, 1.6721], [-4.5969, -1.0969, 2.5108], [-3.3636, -1.7000, 2.6612], [-3.2240, -2.7730, 3.7125], [-3.9882, -3.9448, 3.4361], [-2.3015, -1.2251, 1.8779], [-0.9192, -1.7387, 1.8438], [-0.4696, -2.9184, 1.6616], [-1.2797, -4.0377, 1.4228], [-1.1670, -5.1015, 2.3266], [-1.8701, -6.2771, 2.1601], [-2.6923, -6.4422, 1.0530], [-2.7832, -5.4234, 0.1192], [-2.0839, -4.2305, 0.2879], [-2.2026, -2.8165, -1.2391], [-2.5117, -0.1219, 1.0189], [-1.5761, 0.3553, 0.2766], [-5.1225, 1.8750, 0.1038], [-3.8333, 1.2973, -0.9895], [-3.4291, 2.4080, 0.2942], [-5.4377, -1.4437, 3.1028], [-3.6110, -2.3992, 4.6623], [-2.1727, -3.0257, 3.8679], [-3.7344, -4.2528, 2.5569], [-0.1512, -0.9672, 1.9208], [-0.5126, -4.9618, 3.1780], [-1.7780, -7.0665, 2.8954], [-3.2497, -7.3587, 0.9086], [-3.3999, -5.5475, -0.7609], [4.1482, -0.3775, -4.2916], [3.5477, 1.2023, -4.5506], [2.5510, 1.5093, -3.6719], [2.2022, 0.4801, -2.7225], [2.9992, -0.6058, -2.9660], [3.0088, -1.8893, -2.2560], [4.1067, -2.7641, -2.3463], [4.0750, -3.9803, -1.6996], [2.9473, -4.3254, -0.9666], [1.9111, -3.4066, -0.9268], [1.9241, -2.2277, -1.5406], [3.9599, 1.8169, -5.3387], [2.0678, 2.4817, -3.6996], [4.9786, -2.4651, -2.9131], [4.9229, -4.6534, -1.7622], [2.8687, -5.2673, -0.4393], [1.0180, -3.6249, -0.3498]], "lowdin_charge": [1.839, 0.592, -0.694, -0.055, -0.206, -0.047, -0.501, -0.034, -0.194, -0.014, -0.078, -0.076, -0.146, 0.002, -0.218, -0.062, -0.694, 0.592, -0.074, -0.515, -0.030, -0.193, -0.013, -0.074, -0.071, -0.147, 0.022, 0.085, 0.107, 0.097, 0.094, 0.107, 0.097, 0.106, 0.097, 0.096, 0.087, -0.027, -0.272, 0.096, -0.131, -0.163, -0.208, -0.067, -0.123, -0.096, 0.102, -0.353, -0.050, -0.101, -0.112, -0.177, -0.634, 1.040, -0.417, -0.425, 0.070, 0.073, 0.084, 0.103, 0.118, 0.102, 0.056, 0.110, 0.115, 0.099, 0.095, 0.080, 0.910, -0.482, -0.276, -0.285, -0.558, -0.312, -0.066, -0.101, -0.095, -0.171, 0.124, 0.041, 0.075, 0.071, 0.094, 0.087, 0.070], "homo_ev": -2.314, "multiplicity": 1, "charge": -2, "total_energy_ha": -3905.421060, "de_lowest_ev": 0.0000, "homo_lumo_gap_ev": 5.89}


Entry 2:
{"formula": "C41H28ClMgN9O4S2", "method": "ωB97M-V/def2-TZVPD", "symbols": ["Mg", "C", "C", "C", "C", "N", "C", "N", "C", "N", "C", "N", "C", "C", "C", "C", "C", "N", "C", "C", "C", "C", "C", "C", "H", "H", "H", "H", "H", "H", "H", "H", "H", "H", "H", "H", "O", "C", "O", "C", "C", "Cl", "N", "N", "C", "C", "O", "O", "C", "C", "C", "C", "C", "C", "H", "H", "H", "H", "H", "H", "S", "C", "N", "C", "C", "C", "C", "C", "C", "H", "H", "H", "H", "H", "S", "C", "N", "C", "C", "C", "C", "H", "H", "H", "H", "H"], "positions_angstrom": [[-1.3264, 0.3560, 0.6635], [-0.7806, 3.9973, -1.5298], [-1.6263, 3.6841, -2.6199], [-2.3778, 2.5521, -2.6424], [-2.3636, 1.6039, -1.4465], [-1.5215, 2.0275, -0.3367], [-0.8233, 3.1675, -0.4353], [-4.3468, 0.0988, -1.1833], [-3.9339, -0.8152, -0.3978], [-2.9395, -0.6991, 0.5739], [-2.9680, -1.8010, 1.3587], [-2.3724, -1.9749, 2.5117], [-1.7954, -0.9342, 3.2132], [-1.4612, -1.2057, 4.5565], [-1.0176, -0.1996, 5.3792], [-0.9082, 1.1007, 4.8784], [-1.1964, 1.2993, 3.5539], [-1.5810, 0.3181, 2.7096], [-3.8870, -2.8027, 0.7572], [-4.2004, -4.1005, 1.1078], [-5.1329, -4.7758, 0.3272], [-5.7504, -4.1519, -0.7556], [-5.4491, -2.8350, -1.0923], [-4.5025, -2.1820, -0.3260], [-0.1957, 4.9066, -1.5101], [-1.7058, 4.3759, -3.4528], [-3.0938, 2.3295, -3.4215], [-0.2687, 3.4323, 0.4619], [-1.5966, -2.2223, 4.9036], [-0.7762, -0.4100, 6.4144], [-0.5872, 1.9257, 5.4983], [-1.1120, 2.2866, 3.1129], [-3.7321, -4.5743, 1.9629], [-5.3851, -5.8020, 0.5650], [-6.4799, -4.7007, -1.3419], [-5.9313, -2.3275, -1.9192], [-1.4065, -0.0016, -5.6647], [-0.1646, 0.3622, -5.4220], [0.5899, 0.6697, -6.3109], [0.3108, 0.3504, -3.9957], [1.6368, 0.2466, -3.6684], [2.9734, 0.2060, -4.7147], [1.7511, 0.3098, -2.3135], [0.5491, 0.5100, -1.7423], [-0.3294, 0.4959, -2.7182], [-1.8047, 0.5353, -2.4110], [-2.5354, -0.1856, -3.0848], [-3.6994, 1.3528, -0.9427], [2.8919, 0.1420, -1.4677], [2.9249, 0.8469, -0.2726], [3.9894, 0.6849, 0.6003], [5.0293, -0.1782, 0.2840], [4.9839, -0.8903, -0.9062], [3.9165, -0.7441, -1.7805], [-1.8740, -0.2468, -4.8287], [2.0936, 1.4954, -0.0205], [3.9917, 1.2314, 1.5377], [5.8584, -0.3049, 0.9708], [5.7798, -1.5824, -1.1557], [3.8813, -1.3348, -2.6831], [1.6840, -2.7049, 2.2094], [0.9963, -1.1824, 1.8197], [0.2036, -1.1572, 0.7903], [0.1050, -2.4307, 0.2110], [-0.6370, -2.7644, -0.9246], [-0.6507, -4.0783, -1.3421], [0.0715, -5.0631, -0.6575], [0.8328, -4.7443, 0.4493], [0.8451, -3.4172, 0.8697], [1.2196, -0.3037, 2.4235], [-1.2004, -2.0090, -1.4603], [-1.2363, -4.3524, -2.2115], [0.0372, -6.0888, -1.0042], [1.3999, -5.5018, 0.9777], [1.6010, 2.9154, 2.6595], [3.0246, 3.6628, 2.1757], [3.2528, 3.9246, 0.8530], [4.3900, 4.4706, 0.3491], [5.3974, 4.8338, 1.1757], [5.2177, 4.6349, 2.5654], [4.0709, 4.0763, 3.0500], [2.5098, 3.6572, 0.2243], [4.4302, 4.5894, -0.7250], [6.3037, 5.2679, 0.7785], [6.0052, 4.9318, 3.2491], [3.9149, 3.9153, 4.1067]], "lowdin_charge": [0.605, -0.113, -0.077, -0.016, -0.417, -0.005, -0.189, 0.151, -0.289, 0.078, -0.299, 0.161, -0.325, -0.015, -0.060, -0.074, -0.169, 0.049, -0.100, -0.012, -0.079, -0.074, -0.003, -0.091, 0.079, 0.110, 0.130, 0.061, 0.112, 0.109, 0.105, 0.082, 0.114, 0.100, 0.103, 0.119, 0.143, -0.504, 0.071, -0.038, -0.572, 0.830, -0.050, 0.168, -0.132, -0.288, 0.053, -0.054, -0.180, -0.042, -0.083, -0.079, -0.072, -0.037, 0.093, 0.077, 0.090, 0.106, 0.108, 0.089, 1.101, -0.445, -0.001, -0.291, -0.002, -0.055, -0.073, -0.080, -0.454, 0.081, 0.105, 0.114, 0.108, 0.111, 0.650, -0.793, 0.054, -0.068, -0.065, -0.049, -0.091, 0.122, 0.134, 0.108, 0.114, 0.104], "homo_ev": -6.832, "multiplicity": 1, "charge": 0, "total_energy_ha": -3829.709572, "de_lowest_ev": 5.5558, "homo_lumo_gap_ev": 6.42}